Record 1
A structure of composition C8H13O5Yb, computed with ωB97M-V with the def2-TZVPD basis set.

Computed properties:
LUMO energy (spin up / spin down), Ha: 0.0023 / 0.0023
Gap between HOMO and LUMO (spin up / spin down), eV: 6.03 / 5.94
Energy, eV: -50267.71502
ΔE to the lowest compared entry with this formula, charge and spin, kcal/mol: 0.00
<S²>: 0.75
Spin multiplicity: 2

Each line ends with the Löwdin spin population.
Atoms and positions in Å:
O -3.16 -2.49 -0.55  0.001
C -2.41 -1.65 -0.05  0.004
C -2.25 -0.32 -0.74  0.001
O -1.82 0.70 0.16  0.000
C -2.45 1.93 0.05  0.000
C -2.54 2.75 1.09  0.000
H 0.53 -2.86 2.25  0.012
H -3.20 -0.02 -1.20  0.000
H -1.52 -0.42 -1.56  0.000
H -3.01 3.72 0.94  0.000
H -2.84 2.15 -0.95  0.000
H -2.15 2.49 2.07  0.000
O 0.55 -0.88 1.99  0.017
C 0.94 -2.07 1.39  0.080
C 2.16 -1.78 0.59  0.626
O 1.88 -0.75 -0.29  0.147
C 2.96 0.00 -0.87  0.016
C 2.38 1.38 -1.18  0.002
O 1.76 1.93 -0.07  0.000
Yb 0.50 0.75 0.90  0.015
H 0.39 -2.77 0.72  0.028
H 2.89 -2.53 0.26  0.041
H 3.32 -0.52 -1.77  0.001
H 3.77 0.06 -0.13  0.006
H 1.67 1.27 -2.03  0.001
H 3.22 2.00 -1.55  0.000
H -1.57 -2.06 0.54  0.003

Record 2
A structure of composition C31H42N3PSc, computed with ωB97M-V with the def2-TZVPD basis set.

Computed properties:
LUMO energy (spin up / spin down), Ha: 0.0897 / 0.0888
Gap between HOMO and LUMO (spin up / spin down), eV: 3.80 / 3.97
Energy, eV: -67279.92566
Total charge: -1
ΔE to the lowest compared entry with this formula, charge and spin, kcal/mol: 110.44

Each line ends with the Löwdin charge.
Atoms and positions in Å:
Sc 0.40 -0.07 0.36  0.779
N 0.75 -2.74 3.84  -0.029
N -0.11 -2.17 -1.18  -0.028
C 1.29 2.12 0.24  -0.315
C 2.36 1.20 0.57  -0.316
C 2.20 0.84 1.94  -0.291
C 3.04 -0.09 2.74  -0.087
H 3.93 -0.42 2.19  0.082
H 2.45 -1.07 2.97  0.012
H 3.33 0.34 3.71  0.082
C 1.06 1.51 2.46  -0.261
C 0.72 1.61 3.91  -0.054
H 1.16 2.52 4.35  0.085
H 1.11 0.76 4.48  0.080
H -0.36 1.66 4.08  0.052
C 0.48 2.28 1.41  -0.298
C -0.63 3.26 1.58  -0.060
H -1.36 2.93 2.33  0.065
H -1.16 3.43 0.64  0.067
H -0.24 4.24 1.92  0.085
C 3.45 0.75 -0.35  -0.049
H 4.29 1.47 -0.35  0.081
H 3.10 0.68 -1.39  0.052
H 3.86 -0.22 -0.04  0.076
C 1.07 2.78 -1.08  -0.050
H 0.00 2.98 -1.25  0.068
H 1.41 2.14 -1.91  0.068
H 1.60 3.74 -1.16  0.082
C 0.24 -3.71 4.57  -0.261
H 0.76 -3.92 5.53  0.060
C -0.90 -4.46 4.05  -0.195
H -1.19 -5.31 4.68  0.069
C -1.56 -4.10 2.91  -0.228
H -2.48 -4.65 2.56  0.073
C -1.05 -2.93 2.06  -0.294
H -1.15 -3.11 0.97  0.071
C 0.48 -2.52 2.59  -0.346
C 1.58 -1.65 2.07  -0.130
H 2.13 -2.31 1.31  0.055
C -0.30 -0.99 -1.64  -0.319
C 0.64 -2.92 -2.06  -0.136
H 1.22 -3.78 -1.63  0.112
C 0.55 -2.28 -3.27  -0.106
H 0.72 -2.73 -4.27  0.116
N -0.08 -1.07 -3.00  -0.053
C -0.15 0.09 -3.71  -0.170
C 0.96 0.47 -4.45  -0.207
C 0.85 1.65 -5.19  -0.015
H 1.70 1.93 -5.86  0.120
C -0.30 2.46 -5.10  -0.284
C -0.45 3.65 -5.99  -0.073
H -0.98 4.45 -5.47  0.072
H -1.03 3.38 -6.88  0.079
H 0.53 4.00 -6.31  0.069
C -1.31 2.14 -4.17  -0.017
H -2.18 2.82 -4.02  0.130
C -1.23 0.96 -3.44  -0.192
C -2.28 0.65 -2.42  -0.074
H -2.35 -0.41 -2.15  0.068
H -3.27 0.96 -2.79  0.080
H -2.13 1.23 -1.49  0.077
C 2.24 -0.29 -4.38  -0.042
H 2.18 -1.33 -4.73  0.062
H 2.70 -0.29 -3.37  0.084
H 2.95 0.23 -5.04  0.074
C -1.82 -0.74 3.93  -0.183
P -2.29 -1.52 2.37  0.925
C -4.03 -2.04 2.48  -0.196
C -2.17 -0.25 1.06  -0.237
H -2.32 0.23 4.05  0.054
H -0.73 -0.59 3.96  0.032
H -2.09 -1.39 4.78  0.062
H -4.09 -3.13 2.65  0.034
H -4.55 -1.53 3.30  0.054
H -4.55 -1.81 1.54  0.047
H -3.21 -0.01 0.75  0.061
H -1.74 0.70 1.46  0.043
H -1.65 -0.66 0.16  -0.004

Record 3
A structure of composition C37H100O35S13, computed with ωB97M-V with the def2-TZVPD basis set.

Computed properties:
LUMO energy, Ha: -0.0312
Gap between HOMO and LUMO, eV: 7.22
Energy, eV: -252412.07215
ΔE to the lowest compared entry with this formula, charge and spin, kcal/mol: 2101.82

Each line ends with the Löwdin charge.
Atoms and positions in Å:
O 0.52 -2.81 0.11  -0.435
S -0.54 -2.78 1.12  0.927
O -0.51 -1.65 2.06  -0.552
O -2.04 -2.79 0.40  -0.425
C -3.17 -2.20 1.09  -0.058
C -3.19 -0.65 0.76  -0.252
C -0.65 -4.40 1.99  -0.109
H -3.15 -2.46 2.15  0.140
H -4.00 -2.68 0.58  0.134
H -4.21 -0.29 0.82  0.047
H -2.85 -0.50 -0.27  0.084
H -2.57 -0.10 1.47  0.007
H -1.19 -5.13 1.39  0.080
H -1.27 -4.33 2.88  0.082
H 0.32 -4.77 2.32  0.120
O 6.88 1.82 1.33  -0.272
S 5.48 2.19 1.33  0.773
O 5.00 3.41 0.67  -0.330
O 4.56 0.87 0.79  -0.169
C 3.37 1.22 0.17  -0.237
C 2.38 0.05 0.37  -0.107
C 4.88 2.28 3.12  -0.094
H 3.54 1.44 -0.88  0.016
H 2.83 2.12 0.49  0.110
H 1.97 0.11 1.38  0.090
H 2.80 -0.95 0.37  0.057
H 1.58 0.13 -0.37  -0.057
H 3.80 2.24 3.13  0.019
H 5.06 3.30 3.47  0.080
H 5.41 1.51 3.68  0.084
O -0.88 -0.83 -4.51  -0.365
S -0.67 0.26 -5.45  0.795
O -0.52 0.09 -6.87  -0.251
O -1.92 1.34 -5.30  -0.234
C -2.47 1.53 -4.02  -0.300
C -2.33 3.05 -3.50  -0.059
C 0.66 1.39 -4.74  -0.104
H -2.22 0.86 -3.20  -0.093
H -3.53 1.29 -4.11  0.084
H -1.33 3.27 -3.86  0.038
H -2.42 3.09 -2.41  0.081
H -3.04 3.70 -4.01  0.091
H 0.94 2.30 -5.29  0.119
H 1.59 0.84 -4.58  0.012
H 0.32 1.68 -3.75  -0.034
O 3.61 -4.92 -3.81  -0.270
S 2.34 -4.22 -3.63  0.724
O 1.40 -4.14 -4.76  -0.306
O 1.53 -4.79 -2.29  -0.332
C 0.22 -4.24 -2.08  -0.243
C -0.31 -4.78 -0.73  -0.149
C 2.66 -2.55 -3.02  -0.102
H -0.43 -4.46 -2.92  0.103
H 0.18 -3.16 -1.97  0.068
H -0.31 -5.87 -0.62  0.131
H -1.33 -4.40 -0.67  -0.059
H 0.10 -4.41 0.21  0.006
H 3.07 -2.77 -2.03  0.049
H 1.77 -1.93 -3.10  0.054
H 3.43 -2.22 -3.73  0.106
O 2.48 3.30 -2.58  -0.302
S 1.81 3.71 -1.37  0.809
O 2.60 4.21 -0.21  -0.355
O 0.72 4.87 -1.75  -0.241
C -0.10 4.71 -2.95  -0.230
C -1.46 5.49 -2.84  -0.054
C 0.73 2.37 -0.77  -0.117
H -0.33 3.67 -3.19  0.035
H 0.49 5.04 -3.80  0.133
H -1.22 6.53 -3.02  0.078
H -1.95 5.42 -1.87  0.085
H -2.15 5.19 -3.63  0.054
H 0.40 2.54 0.25  0.033
H 1.31 1.48 -1.03  0.029
H -0.11 2.25 -1.47  0.109
O 0.82 0.97 -2.97  -0.422
S 0.68 -0.12 -2.00  0.975
O 1.89 -0.94 -1.80  -0.363
O 0.45 0.59 -0.55  -0.364
C 0.31 -0.27 0.59  -0.235
C 0.02 0.66 1.73  -0.148
C -0.89 -1.07 -2.20  -0.164
H 1.06 -1.02 0.84  0.068
H -0.59 -0.89 0.56  0.098
H -0.13 0.17 2.70  0.027
H -0.86 1.29 1.70  0.027
H 0.86 1.29 2.03  0.083
H -1.64 -0.29 -2.04  0.027
H -0.97 -1.84 -1.43  -0.025
H -0.99 -1.53 -3.18  0.041
O 1.27 -1.39 3.00  -0.338
S 0.12 -1.79 3.83  0.901
O -0.54 -3.14 3.50  -0.423
O 0.60 -1.74 5.38  -0.194
C 1.59 -0.80 5.70  -0.358
C 1.97 -0.90 7.17  -0.028
C -1.21 -0.46 3.78  -0.137
H 1.20 0.20 5.50  0.046
H 2.49 -0.85 5.08  0.101
H 1.16 -0.73 7.88  0.087
H 2.76 -0.19 7.40  0.078
H 2.36 -1.90 7.35  0.090
H -1.71 -0.54 4.74  0.062
H -1.80 -0.57 2.87  0.081
H -0.70 0.50 3.65  0.031
O -0.47 2.69 1.37  -0.313
S -0.42 2.69 2.85  0.873
O -1.39 1.87 3.63  -0.373
O 1.12 2.27 3.33  -0.251
C 1.39 1.99 4.69  -0.197
C 2.69 1.13 4.70  -0.066
C -0.38 4.44 3.36  -0.048
H 0.67 1.37 5.22  0.105
H 1.45 2.94 5.21  0.131
H 2.55 0.32 3.97  0.092
H 2.93 0.83 5.72  0.089
H 3.53 1.68 4.28  0.010
H 0.49 4.87 2.86  0.088
H -0.21 4.43 4.43  0.071
H -1.25 4.99 3.00  0.087
O 6.34 2.56 -2.13  -0.300
S 5.21 3.33 -2.71  0.752
O 5.40 4.30 -3.75  -0.296
O 4.00 2.35 -3.30  -0.291
C 3.84 1.12 -2.67  -0.191
C 2.79 0.42 -3.54  -0.090
C 4.20 4.14 -1.39  -0.238
H 3.55 1.16 -1.62  0.017
H 4.73 0.49 -2.70  0.149
H 2.36 -0.47 -3.07  -0.003
H 3.15 0.11 -4.53  0.128
H 1.98 1.12 -3.75  -0.014
H 3.42 4.73 -1.87  0.063
H 4.82 4.84 -0.82  0.100
H 3.83 3.38 -0.71  -0.003
O -5.07 -0.58 5.66  -0.289
S -3.70 -0.04 5.80  0.728
O -2.83 -0.63 6.80  -0.252
O -2.95 -0.15 4.36  -0.403
C -3.61 0.09 3.11  -0.173
C -2.93 1.05 2.18  -0.152
C -3.73 1.84 5.84  -0.063
H -4.64 0.38 3.28  0.154
H -3.59 -0.91 2.67  0.104
H -3.54 1.15 1.29  0.116
H -1.92 0.73 1.94  0.055
H -2.93 2.04 2.64  0.120
H -4.09 2.36 6.73  0.076
H -4.53 2.12 5.14  0.061
H -2.83 2.18 5.33  0.042
O -2.68 0.62 -2.19  -0.315
S -4.06 0.97 -2.09  0.801
O -4.45 2.37 -2.05  -0.236
O -4.91 0.24 -3.25  -0.246
C -4.52 -1.17 -3.61  -0.167
C -3.70 -1.04 -4.92  -0.068
C -4.53 0.02 -0.48  -0.143
H -5.41 -1.78 -3.82  0.133
H -3.98 -1.65 -2.80  0.051
H -4.23 -0.35 -5.58  0.116
H -3.54 -2.03 -5.34  0.097
H -2.73 -0.59 -4.76  0.027
H -4.44 -1.04 -0.70  0.096
H -5.55 0.32 -0.21  0.130
H -3.78 0.38 0.22  -0.022
C -2.74 -3.16 -3.44  -0.163
S -2.08 -2.91 -1.77  0.953
O -2.77 -1.64 -1.36  -0.611
C -2.84 -4.39 -1.13  -0.216
H -2.10 -3.96 -3.82  0.085
H -2.51 -2.26 -4.01  0.016
H -3.81 -3.36 -3.42  0.086
H -3.91 -4.21 -0.96  0.088
H -2.44 -4.62 -0.14  0.058
H -2.71 -5.19 -1.85  0.107
C 2.88 -4.84 -0.26  -0.228
S 3.76 -3.44 0.53  0.931
O 4.42 -2.69 -0.55  -0.522
C 2.26 -2.49 1.05  -0.320
H 3.40 -5.34 -1.07  0.068
H 1.99 -4.56 -0.81  -0.010
H 2.51 -5.56 0.47  0.063
H 2.53 -1.68 1.73  0.066
H 1.62 -3.19 1.60  0.063
H 1.78 -2.11 0.15  0.033